ORCA calculation (the ωB97M-V functional and the def2-TZVPD basis) on the molecule C10H12FN3S.

Last column: Mulliken charge in e.
Positions of all 27 atoms, in Å:
C: -0.048 4.284 0.515  -0.888
N: -0.324 2.912 0.185  0.138
C: -1.574 2.376 0.663  -0.961
C: 0.526 2.167 -0.508  0.010
N: 0.323 0.911 -0.728  -0.412
C: 1.115 0.229 -1.582  0.232
S: 1.996 0.925 -2.809  -0.456
N: 1.140 -1.127 -1.500  -0.126
C: 0.575 -2.012 -0.597  0.324
C: -0.078 -1.609 0.568  -0.030
C: -0.617 -2.548 1.426  -0.749
C: -0.497 -3.892 1.124  0.353
F: -1.025 -4.808 1.966  -0.335
C: 0.155 -4.320 -0.018  -0.693
C: 0.689 -3.378 -0.873  -0.402
H: -0.027 4.415 1.601  0.321
H: -0.824 4.934 0.105  0.326
H: 0.914 4.584 0.105  0.280
H: -1.577 2.330 1.754  0.320
H: -2.400 3.011 0.336  0.351
H: -1.700 1.377 0.255  0.309
H: 1.429 2.673 -0.862  0.259
H: 1.673 -1.552 -2.250  0.214
H: -0.156 -0.559 0.790  0.440
H: -1.125 -2.246 2.329  0.427
H: 0.238 -5.375 -0.227  0.422
H: 1.200 -3.700 -1.769  0.325

Computed properties:
Kohn-Sham gap   8.2 eV
HOMO level   -7.8 eV
SMILES   CN(C)/C=N/C(=S)Nc1ccc(F)cc1

***

ORCA calculation (the ωB97M-V functional and the def2-TZVPD basis) on the molecule C5H8O2 in a non-equilibrium geometry.

Last column: Mulliken charge in e.
Positions of all 15 atoms, in Å:
C: 1.845 -0.092 0.872  -1.349
C: 0.558 0.014 0.121  0.787
C: -0.081 -0.883 -0.900  -0.937
C: -0.901 -0.231 0.237  0.528
O: -1.501 -1.024 1.188  -0.498
C: -1.128 1.241 0.053  -0.489
O: 0.266 1.368 -0.315  -0.437
H: 2.656 0.107 0.158  0.323
H: 1.999 -1.087 1.296  0.333
H: 1.888 0.671 1.658  0.300
H: 0.196 -0.646 -1.935  0.301
H: -0.171 -1.950 -0.703  0.278
H: -2.448 -1.040 1.003  0.341
H: -1.848 1.528 -0.718  0.276
H: -1.361 1.801 0.977  0.244

Computed properties:
Kohn-Sham gap   10.0 eV
HOMO level   -9.3 eV
SMILES   C[C@@]12C[C@]1(O)CO2

***

ORCA calculation (the ωB97M-V functional and the def2-TZVPD basis) on a cluster of 3 separate species, C22H28BIN2O10PS in total in a non-equilibrium geometry.

Last column: Mulliken charge in e.
Positions of all 66 atoms, in Å:
C: -0.014 1.849 5.060  -0.277
O: -1.042 0.904 4.511  -0.356
B: -1.129 1.273 3.084  0.391
O: -2.003 2.446 2.749  -0.527
C: -0.330 0.558 1.835  -0.330
N: 1.079 0.979 1.471  0.337
C: 1.454 0.119 0.284  -0.376
P: 3.168 0.246 -0.548  0.426
O: 4.060 1.189 0.403  -0.660
C: 0.231 -0.879 -0.158  0.091
C: 0.068 -1.970 -1.371  -0.442
C: 1.408 -2.858 -1.695  -0.561
C: 2.129 -2.207 -3.053  -0.621
S: 3.808 -3.024 -3.205  1.087
O: 4.052 -3.403 -4.692  -0.576
O: 4.955 -2.149 -2.639  -0.555
O: 3.734 -4.516 -2.321  -0.481
N: -0.799 -0.530 0.894  0.395
C: -2.123 -1.262 0.903  -0.024
C: -2.137 -2.491 2.006  -0.361
C: -0.677 -3.204 2.243  -0.777
I: 0.434 -2.341 3.968  0.090
H: -0.403 2.416 6.024  0.245
H: 0.947 1.205 5.259  0.223
H: 0.214 2.656 4.216  -0.006
H: -1.410 3.245 2.876  0.338
H: 1.593 1.716 2.002  0.327
H: 3.823 -1.038 -0.560  0.124
H: 3.092 0.801 -1.882  0.163
H: -0.270 -1.377 -2.335  0.311
H: -0.783 -2.739 -1.077  0.340
H: 1.017 -3.928 -2.052  0.373
H: 2.145 -2.976 -0.793  0.468
H: 1.509 -2.422 -4.039  0.379
H: 2.147 -1.043 -2.925  0.330
H: 2.953 -5.064 -2.678  0.374
H: -2.475 -1.589 -0.178  -0.472
H: -2.933 -0.475 1.287  0.470
H: -2.508 -2.046 3.026  0.292
H: -2.884 -3.310 1.597  0.363
H: -0.904 -4.328 2.571  0.447
H: -0.014 -3.293 1.272  0.107
C: -6.194 -0.696 -2.258  -0.400
C: -4.863 -0.755 -2.157  -0.228
C: -4.139 -2.032 -2.305  0.450
O: -2.920 -2.087 -2.211  -0.531
C: -4.942 -3.242 -2.571  -0.439
C: -6.273 -3.184 -2.672  -0.374
C: -6.998 -1.906 -2.523  0.297
O: -8.216 -1.852 -2.618  -0.515
H: -6.741 0.232 -2.151  0.420
H: -4.259 0.124 -1.963  0.443
H: -4.395 -4.171 -2.677  0.425
H: -6.877 -4.063 -2.865  0.415
C: 4.133 4.524 0.193  -0.486
C: 3.228 4.405 1.169  -0.136
C: 2.498 5.581 1.684  0.476
O: 1.671 5.473 2.579  -0.574
C: 2.806 6.891 1.078  -0.368
C: 3.712 7.010 0.102  -0.412
C: 4.441 5.835 -0.413  0.278
O: 5.268 5.942 -1.308  -0.525
H: 4.677 3.672 -0.196  0.548
H: 2.990 3.451 1.623  0.308
H: 2.262 7.743 1.467  0.421
H: 3.949 7.964 -0.352  0.415

Computed properties:
Kohn-Sham gap   7.8 eV
HOMO level   -12.2 eV
Total charge   +1

***

ORCA calculation (the ωB97M-V functional and the def2-TZVPD basis) on a structure of composition C13H24Cl3HgN3O3V in a non-equilibrium geometry.

Last column: Mulliken charge in e.
Positions of all 48 atoms, in Å:
N: -1.971 -0.596 0.885  -0.041
C: -2.967 -1.022 1.285  0.510
O: -4.037 -0.771 1.838  -0.514
Hg: -2.672 1.474 2.392  0.788
V: -0.013 -0.062 0.726  0.563
N: 0.218 1.619 -0.089  0.521
N: 0.769 -1.507 -0.197  0.791
C: -0.408 2.444 -1.211  1.048
C: 0.159 -2.528 -1.134  0.884
C: -0.126 3.949 -1.057  -1.766
C: 0.134 1.966 -2.562  -1.239
C: -1.914 2.239 -1.182  -1.387
C: -0.547 -3.604 -0.287  -1.270
C: 1.175 -3.204 -2.063  -1.739
C: -0.874 -1.815 -1.993  -1.294
H: -0.440 4.302 -0.072  0.432
H: -0.682 4.529 -1.807  0.439
H: 0.930 4.193 -1.184  0.443
H: 1.223 2.040 -2.615  0.361
H: -0.276 2.555 -3.397  0.482
H: -0.136 0.916 -2.739  0.125
H: -2.178 1.174 -1.218  0.256
H: -2.400 2.732 -2.042  0.481
H: -2.353 2.669 -0.279  0.187
H: 0.151 -4.077 0.410  0.355
H: -0.978 -4.396 -0.911  0.460
H: -1.359 -3.157 0.301  0.126
H: 1.895 -3.831 -1.533  0.431
H: 1.732 -2.461 -2.642  0.431
H: 0.661 -3.853 -2.785  0.428
H: -1.424 -2.525 -2.627  0.528
H: -0.385 -1.094 -2.660  0.217
H: -1.603 -1.281 -1.376  0.124
C: 1.596 1.997 0.179  -0.975
H: 2.013 1.279 0.886  0.241
H: 2.255 1.981 -0.718  0.458
H: 1.729 2.995 0.646  0.401
C: 2.139 -1.850 0.204  -1.112
H: 2.467 -1.152 0.974  0.327
H: 2.244 -2.868 0.629  0.415
H: 2.885 -1.791 -0.622  0.440
Cl: 0.749 1.714 6.066  -0.059
C: 0.565 0.227 5.153  0.642
Cl: 2.006 -0.807 5.281  -0.101
Cl: -0.900 -0.662 5.649  -0.115
C: 0.360 0.582 3.488  0.143
O: 0.383 1.779 3.218  -0.491
O: 0.205 -0.439 2.792  -0.379

Computed properties:
Kohn-Sham gap (spin up / spin down)   5.5 / 5.0 eV
HOMO level (spin up / spin down)   -15.9 / -15.9 eV
⟨S²⟩   0.7758
Total charge   +2
Multiplicity   2